DFT (wB97M-V/def2-TZVPD) results for a cluster of 3 separate species, C4H16NO2 in total.

For the molecular weight, the calculation gives 110.177 g/mol. Its charge is +1. The total energy comes out at -366.99459 Eh. As for the spin multiplicity: 1. As for the frontier orbital gap: 0.454 Ha.

Bonds (Å) are listed after each position.
Atoms and positions in Å:
1 C 0.93 -0.21 1.11  C2 1.548, N5 1.510, H6 1.080, H7 1.075
2 C 1.71 0.32 -0.12  C1 1.548, C3 1.583, C4 1.547, H8 1.099
3 C 1.82 1.88 0.09  C2 1.583, H9 1.109, H10 1.071, H11 1.084
4 C 0.99 -0.02 -1.44  C2 1.547, H12 1.135, H13 1.087, H14 1.089
5 N 0.49 -1.65 0.94  C1 1.510, H15 1.021, H16 1.016, H17 1.042
6 H 0.05 0.41 1.06  C1 1.080
7 H 1.40 -0.19 2.08  C1 1.075
8 H 2.69 -0.16 -0.26  C2 1.099
9 H 0.78 2.18 -0.14  C3 1.109
10 H 2.61 2.27 -0.51  C3 1.071
11 H 1.91 2.08 1.15  C3 1.084
12 H 0.00 0.53 -1.44  C4 1.135
13 H 1.56 0.06 -2.36  C4 1.087
14 H 0.73 -1.08 -1.37  C4 1.089
15 H 0.15 -2.02 1.83  N5 1.021
16 H 1.30 -2.11 0.52  N5 1.016
17 H -0.25 -1.79 0.23  N5 1.042
18 H -2.79 -2.01 0.41  O20 0.959
19 H -2.34 -0.55 -0.03  O20 0.973
20 O -2.05 -1.41 0.34  H18 0.959, H19 0.973
21 H -2.69 1.80 -1.56  O23 0.970
22 H -3.52 1.66 -0.43  O23 0.971
23 O -2.72 1.24 -0.78  H21 0.970, H22 0.971


DFT (wB97M-V/def2-TZVPD) results for a cluster of 3 separate species, C4H16NO2 in total.

For the molecular weight, the calculation gives 110.177 g/mol. Its charge is +1. The total energy comes out at -366.93773 Eh. As for the spin multiplicity: 1. As for the frontier orbital gap: 0.424 Ha.

Bonds (Å) are listed after each position.
Atoms and positions in Å:
1 C 0.22 0.79 -0.51  C2 1.529, N5 1.592, H6 1.209, H7 1.206
2 C 1.26 -0.16 0.08  C1 1.529, C3 1.469, H8 1.247, H9 1.140
3 C 1.71 0.02 1.47  C2 1.469, C4 1.549, H10 1.087, H11 1.149
4 C 2.84 -0.96 1.87  C3 1.549, H12 1.102, H13 1.028, H14 1.182
5 N -1.17 0.53 0.21  C1 1.592, H15 0.996, H16 1.045, H17 1.062
6 H 0.37 1.96 -0.24  C1 1.209
7 H 0.33 0.89 -1.71  C1 1.206
8 H 0.84 -1.34 0.07  C2 1.247
9 H 2.18 -0.07 -0.58  C2 1.140
10 H 1.95 1.03 1.79  C3 1.087
11 H 0.77 -0.17 2.11  C3 1.149
12 H 2.56 -2.02 1.89  C4 1.102
13 H 3.27 -0.67 2.75  C4 1.028
14 H 3.90 -0.93 1.33  C4 1.182
15 H -1.84 1.19 -0.11  N5 0.996
16 H -1.09 0.54 1.26  N5 1.045
17 H -1.59 -0.41 -0.04  N5 1.062
18 H -4.11 2.15 -1.91  O20 1.034
19 H -4.40 1.53 -0.58  O20 0.932
20 O -3.65 1.85 -1.03  H18 1.034, H19 0.932
21 H -0.78 -2.17 -2.41  O23 0.965
22 H -2.09 -2.03 -3.16  O23 0.970
23 O -1.49 -1.54 -2.57  H21 0.965, H22 0.970